No. 1
{
  "formula": "C22H23N3O2",
  "method": "wB97M-V/def2-TZVPD",
  "symbols": ["C", "O", "N", "O", "C", "C", "C", "C", "C", "C", "C", "C", "C", "C", "C", "C", "C", "N", "N", "C", "C", "C", "C", "C", "C", "C", "C", "H", "H", "H", "H", "H", "H", "H", "H", "H", "H", "H", "H", "H", "H", "H", "H", "H", "H", "H", "H", "H", "H", "H"],
  "coordinates": [[-2.6384, -4.6611, -1.1536], [-0.5424, -0.4728, 4.5373], [-2.9169, -3.7947, -0.4128], [2.9735, 3.3874, 0.3292], [-0.9351, -0.4878, 3.3892], [1.4735, -0.8547, -4.2854], [-5.2717, -1.4270, 1.2244], [2.7418, -0.9584, -3.6876], [0.5582, 0.1863, -3.9817], [-4.6681, -2.3492, 0.3701], [-4.3770, -0.7943, 2.1307], [-2.5043, -2.3138, 1.4948], [3.0104, -0.0521, -2.6715], [1.0193, 1.2448, -3.0760], [-3.3841, -2.8727, 0.5080], [-3.0209, -1.2494, 2.3461], [2.1885, 1.0681, -2.3436], [-2.2851, -0.5680, 3.3542], [-0.2279, -0.3467, 2.2680], [2.6929, 2.1647, -1.5930], [2.3455, 2.2179, -0.1010], [-0.7360, 0.4991, 1.2077], [1.1986, -0.2599, 2.3725], [0.8323, 2.2211, 0.2134], [2.8648, 1.0170, 0.6217], [0.3938, 0.7288, 0.2451], [1.6488, 0.0514, 0.8850], [2.4659, 4.1015, -0.1602], [1.2403, -1.5349, -4.9949], [-6.2275, -1.0339, 0.9798], [3.3990, -1.7489, -3.9820], [-0.2679, 0.2825, -4.6399], [-5.1590, -2.7299, -0.5037], [-4.7838, -0.0247, 2.7906], [-1.4381, -2.5797, 1.4451], [3.9351, -0.0857, -2.1531], [0.2521, 2.0673, -2.8659], [-2.5690, -0.9306, 4.2574], [3.7975, 2.1729, -1.8070], [2.2266, 3.1146, -2.0941], [-1.2589, 1.3747, 1.6087], [-1.5233, -0.0684, 0.7069], [1.5909, 0.6429, 2.7674], [1.7420, -1.1893, 2.7343], [0.7171, 2.5731, 1.2268], [0.3521, 2.8897, -0.5540], [3.2972, 1.3457, 1.4926], [3.7011, 0.4694, 0.0535], [0.2185, 0.3783, -0.7440], [1.8581, -0.8110, 0.2443]],
  "atomic_forces_ev_per_a": [[-0.1, 0.6, 0.4], [2.4, -0.2, 0.7], [0.0, -0.7, -0.3], [-0.8, 2.1, 0.1], [-0.4, 0.2, 2.2], [0.3, 2.6, 2.2], [3.5, 0.4, -0.1], [-1.9, 1.0, 0.9], [3.5, 0.7, 1.0], [-0.4, -1.0, -0.4], [0.0, -1.4, 0.6], [-1.2, 1.0, -0.1], [-0.4, 0.7, -0.2], [-2.9, -1.9, -0.9], [0.9, 2.1, 1.8], [-1.5, -0.8, -2.4], [-1.0, -2.4, -3.3], [-2.5, -1.3, -1.6], [0.9, -0.1, -0.1], [0.3, 2.8, -0.1], [-0.1, -0.2, -1.1], [-1.8, -0.9, -0.8], [2.4, -0.9, -2.6], [0.3, -0.3, -1.6], [0.0, -2.5, -1.4], [1.3, 2.0, 1.0], [0.0, -0.5, -1.3], [1.2, -0.9, 1.0], [-0.9, -2.0, -2.3], [-0.7, 0.2, 0.2], [0.4, -0.2, 0.1], [-1.0, 0.2, 0.0], [-0.7, -0.1, -0.1], [0.4, 0.0, -0.2], [-0.6, 0.0, 0.5], [0.9, -0.2, 0.3], [1.6, -0.9, -0.3], [0.0, 0.6, 0.1], [-0.9, 0.5, 0.9], [1.0, -1.3, 1.0], [0.5, 0.3, 0.0], [-0.1, 0.1, -0.1], [-0.1, 0.7, 1.9], [-1.1, 1.3, 0.0], [-0.1, 0.7, 0.2], [-0.1, -0.6, 1.0], [1.0, 0.7, 2.4], [-1.3, 0.8, 0.8], [-0.3, -0.5, -0.6], [-0.2, -0.5, 0.7]],
  "spin_multiplicity": 1,
  "fmax_ev_per_a": 4.19,
  "e_homo_ev": -9.1061,
  "e_tot_ha": -1166.780252,
  "homo_lumo_gap_ev": 9.35,
  "lumo_energy_ev": 0.24,
  "de_lowest_kcal_mol": 113.6
}

No. 2
{
  "formula": "C22H23N3O3S",
  "method": "wB97M-V/def2-TZVPD",
  "symbols": ["C", "H", "O", "C", "C", "C", "C", "N", "C", "N", "C", "S", "C", "C", "O", "N", "H", "C", "H", "H", "C", "C", "H", "C", "H", "C", "H", "O", "H", "H", "H", "H", "H", "H", "C", "C", "C", "C", "C", "C", "H", "H", "H", "H", "H", "C", "C", "H", "H", "H", "H", "H"],
  "coordinates": [[3.4102, -6.8213, 1.2444], [3.8551, -7.3342, 2.0954], [3.1908, -5.4986, 1.6755], [2.6364, -4.6060, 0.8188], [2.4483, -3.3261, 1.3082], [1.8873, -2.3394, 0.4983], [1.5042, -2.6398, -0.8384], [0.9633, -1.7077, -1.6480], [0.8122, -0.5001, -1.1750], [1.1308, -0.1106, 0.0833], [1.6404, -0.9960, 0.9025], [2.0167, -0.5173, 2.5414], [1.6600, 1.2696, 2.5361], [0.1851, 1.5685, 2.8058], [-0.2042, 1.9846, 3.8745], [-0.5995, 1.3285, 1.7424], [-0.1575, 0.9523, 0.9056], [-2.0315, 1.5044, 1.7771], [-2.4241, 1.0967, 2.7136], [-2.4665, 0.9590, 0.9388], [-2.4454, 2.9915, 1.7060], [-1.9444, 3.6771, 0.4328], [-1.9130, 4.7555, 0.5890], [-3.0324, 3.3144, -0.5786], [-2.7803, 2.3898, -1.0986], [-4.2781, 3.1261, 0.3042], [-4.9871, 3.9530, 0.1975], [-3.8517, 3.1120, 1.6579], [-4.8027, 2.1916, 0.0702], [-3.1803, 4.0923, -1.3241], [-0.9584, 3.3306, 0.1365], [-2.1044, 3.4863, 2.6196], [1.9827, 1.6601, 1.5725], [2.2629, 1.6801, 3.3447], [0.2334, 0.5284, -2.0434], [0.4400, 1.8811, -1.7826], [-0.1136, 2.8408, -2.6090], [-0.8835, 2.4612, -3.6964], [-1.0878, 1.1165, -3.9645], [-0.5298, 0.1530, -3.1470], [-0.6742, -0.8981, -3.3413], [-1.6838, 0.8211, -4.8154], [-1.3196, 3.2130, -4.3373], [0.0551, 3.8882, -2.4064], [1.0548, 2.1702, -0.9432], [1.7028, -3.9482, -1.3112], [2.2551, -4.9066, -0.5044], [2.3978, -5.9017, -0.8958], [1.4122, -4.1726, -2.3251], [2.7395, -3.0951, 2.3209], [2.4731, -7.3183, 0.9743], [4.1033, -6.8601, 0.3981]],
  "atomic_forces_ev_per_a": [[0.0, -0.2, -0.1], [0.0, 0.0, -0.1], [0.0, 0.3, 0.1], [-0.1, 0.5, 0.2], [0.1, -0.4, 0.0], [-0.2, -0.2, -0.7], [0.3, 0.0, 0.8], [-0.2, 0.4, -0.5], [0.2, -0.7, 0.0], [0.3, -0.2, 0.2], [-0.1, 0.4, 0.0], [0.1, 0.1, 0.2], [0.0, -0.3, 0.0], [0.4, -0.1, -0.4], [-0.1, 0.1, 0.4], [-0.3, 0.0, -0.3], [0.0, 0.1, 0.3], [-0.3, 0.4, 0.3], [0.0, 0.0, -0.1], [0.0, 0.0, 0.0], [0.5, -0.1, 0.0], [-0.2, 0.0, 0.2], [0.1, 0.0, 0.0], [-0.1, -0.1, 0.1], [0.0, 0.0, -0.1], [-0.3, 0.0, -0.3], [0.0, -0.1, 0.0], [-0.1, -0.1, 0.2], [0.0, 0.1, 0.0], [0.0, 0.0, -0.1], [0.1, 0.1, 0.0], [0.0, -0.1, -0.1], [0.0, 0.1, 0.0], [-0.1, 0.0, -0.1], [-0.2, 0.4, -0.3], [0.0, -0.2, 0.0], [0.0, 0.1, -0.1], [0.0, 0.1, 0.0], [0.0, 0.0, -0.1], [0.0, 0.0, 0.1], [0.0, -0.1, 0.0], [-0.1, 0.0, -0.1], [0.0, 0.1, -0.1], [0.0, 0.1, 0.0], [0.0, 0.0, 0.1], [0.0, 0.0, 0.1], [0.0, -0.1, 0.0], [0.0, -0.1, 0.0], [0.0, 0.0, -0.1], [0.1, -0.1, 0.1], [0.0, 0.0, 0.0], [0.0, 0.0, 0.0]],
  "spin_multiplicity": 1,
  "fmax_ev_per_a": 0.84,
  "e_homo_ev": -8.2637,
  "e_tot_ha": -1640.351671,
  "homo_lumo_gap_ev": 7.86,
  "lumo_energy_ev": -0.41,
  "de_lowest_kcal_mol": 22.3,
  "smiles": "COc1ccc2nc(-c3ccccc3)nc(SCC(=O)NC[C@H]3CCCO3)c2c1"
}

No. 3
{
  "formula": "C22H23N3O4",
  "method": "wB97M-V/def2-TZVPD",
  "symbols": ["C", "C", "C", "C", "H", "H", "C", "N", "C", "O", "C", "C", "C", "C", "C", "C", "C", "O", "H", "H", "H", "H", "C", "O", "N", "C", "O", "N", "H", "C", "C", "C", "C", "C", "C", "C", "H", "H", "H", "H", "H", "H", "H", "H", "H", "H", "H", "H", "H", "H", "H", "H"],
  "coordinates": [[2.5093, 4.3303, -0.7974], [1.1360, 3.7467, -1.1047], [0.7370, 2.6880, -0.0797], [-0.6218, 2.0702, -0.4036], [-0.5923, 1.6250, -1.3996], [-1.3889, 2.8490, -0.4074], [-1.0137, 1.0069, 0.6320], [-2.3289, 0.4498, 0.3646], [-2.7584, -0.1238, -0.8196], [-2.0749, -0.3049, -1.8013], [-4.1844, -0.4588, -0.6152], [-5.0960, -1.0540, -1.4617], [-6.3867, -1.2520, -0.9798], [-6.7408, -0.8663, 0.3039], [-5.8189, -0.2664, 1.1573], [-4.5405, -0.0701, 0.6789], [-3.3517, 0.5367, 1.3176], [-3.2302, 1.0302, 2.4061], [-6.0872, 0.0356, 2.1574], [-7.7500, -1.0340, 0.6486], [-7.1248, -1.7147, -1.6174], [-4.8119, -1.3518, -2.4587], [0.0870, -0.0597, 0.7435], [0.7273, -0.1755, 1.7699], [0.2996, -0.7821, -0.3796], [1.3872, -1.6487, -0.6720], [1.5006, -2.0781, -1.7962], [2.1942, -1.9161, 0.3640], [2.0249, -1.4173, 1.2329], [3.4869, -2.5433, 0.1731], [4.5772, -1.5008, 0.1799], [5.5009, -1.4287, 1.2122], [6.4644, -0.4341, 1.2216], [6.5053, 0.5025, 0.2037], [5.5832, 0.4389, -0.8283], [4.6252, -0.5579, -0.8406], [3.9071, -0.6144, -1.6459], [5.6135, 1.1667, -1.6262], [7.2541, 1.2807, 0.2135], [7.1812, -0.3880, 2.0283], [5.4687, -2.1552, 2.0117], [3.4527, -3.0567, -0.7918], [3.6450, -3.2750, 0.9697], [-0.3180, -0.6378, -1.1803], [-1.0905, 1.4678, 1.6257], [1.5011, 1.9074, -0.0618], [0.7046, 3.1364, 0.9156], [1.1473, 3.2972, -2.1001], [0.3919, 4.5463, -1.1098], [3.2642, 3.5470, -0.8010], [2.5128, 4.8020, 0.1826], [2.7827, 5.0765, -1.5394]],
  "atomic_forces_ev_per_a": [[-0.2, 0.0, -0.1], [0.2, -0.1, 0.3], [-0.3, 0.1, -0.3], [0.2, 0.0, 0.2], [-0.1, 0.1, 0.0], [0.0, 0.0, 0.0], [0.2, 0.3, 0.0], [0.3, 0.0, 0.1], [0.1, 0.0, -0.1], [-0.1, 0.0, -0.1], [-0.6, 0.0, 0.5], [0.2, 0.1, 0.1], [0.1, 0.0, -0.1], [0.0, 0.0, 0.1], [0.2, 0.0, 0.0], [-0.3, -0.3, -0.6], [0.0, 0.1, 0.2], [-0.1, 0.0, 0.0], [0.0, 0.0, 0.1], [-0.1, 0.0, 0.0], [-0.1, 0.0, 0.0], [0.0, 0.0, -0.1], [-0.4, 0.2, 0.3], [0.1, 0.1, 0.3], [0.1, -0.3, -0.6], [-0.3, 0.2, 0.4], [0.1, -0.1, -0.5], [0.2, -0.1, 0.5], [-0.1, 0.0, -0.2], [0.0, 0.0, -0.2], [0.0, -0.1, 0.1], [-0.1, -0.1, -0.1], [0.1, 0.1, 0.0], [0.1, 0.0, 0.1], [-0.1, 0.0, -0.1], [0.0, 0.0, 0.0], [-0.1, 0.0, -0.1], [0.0, 0.1, -0.1], [0.1, 0.1, 0.0], [0.1, 0.0, 0.1], [0.0, -0.1, 0.1], [0.0, 0.0, 0.2], [0.0, 0.0, -0.1], [0.1, 0.0, 0.2], [0.1, -0.2, -0.2], [0.1, 0.0, 0.1], [0.1, 0.0, 0.1], [-0.1, 0.0, -0.1], [-0.1, 0.0, -0.1], [0.1, -0.1, 0.0], [0.1, 0.1, 0.1], [0.1, 0.1, 0.0]],
  "spin_multiplicity": 1,
  "fmax_ev_per_a": 0.72,
  "e_homo_ev": -9.0765,
  "e_tot_ha": -1317.483554,
  "homo_lumo_gap_ev": 8.32,
  "lumo_energy_ev": -0.75,
  "de_lowest_kcal_mol": 0.0,
  "smiles": "CCCC[C@H](C(=O)NC(=O)NCc1ccccc1)N1C(=O)c2ccccc2C1=O"
}

No. 4
{
  "formula": "C22H23N3O5",
  "method": "wB97M-V/def2-TZVPD",
  "symbols": ["C", "O", "C", "C", "C", "C", "C", "C", "O", "C", "H", "H", "H", "H", "N", "C", "O", "N", "N", "C", "O", "C", "C", "H", "H", "H", "O", "C", "C", "C", "C", "C", "C", "C", "C", "C", "C", "H", "H", "H", "H", "H", "H", "H", "H", "H", "H", "H", "H", "H", "H", "H", "H"],
  "coordinates": [[4.8815, 0.9625, -0.8655], [4.1876, -0.3066, -1.1560], [3.0346, -0.7486, -0.4856], [2.4812, 0.2410, 0.3436], [1.2857, 0.0153, 0.8269], [0.8599, -1.2847, 0.7750], [1.5661, -2.1124, 0.0202], [2.6186, -1.9641, -0.8527], [3.1395, -2.9387, -1.6522], [4.3934, -2.8207, -2.0396], [4.6704, -4.0276, -2.4758], [4.6548, -2.1823, -2.8921], [5.0921, -2.5674, -1.3530], [1.0329, -3.3284, -0.2208], [-0.4476, -1.6770, 1.2490], [-0.9467, -2.8236, 1.5870], [-0.6505, -3.7844, 1.1933], [-2.2167, -2.7164, 2.2372], [-3.1188, -1.7199, 2.1137], [-3.9484, -1.4284, 1.3447], [-4.3976, -2.2652, 0.3856], [-4.4091, -0.0376, 1.4434], [-5.4056, 0.2694, 0.1741], [-6.0301, -0.4541, 0.0925], [-6.0277, 1.0946, 0.0821], [-4.9081, 0.4666, -0.7670], [-3.5721, 1.1551, 1.5567], [-2.5561, 0.9954, 0.6837], [-1.6163, 2.3097, 0.9929], [-0.6330, 2.5857, 0.1632], [0.2014, 3.5356, 0.2855], [1.2692, 3.9131, -0.6428], [1.5328, 3.0203, -1.5611], [0.7762, 2.0866, -1.8767], [-0.3025, 1.7431, -1.0150], [-1.1743, 0.3630, -1.1335], [-2.3030, 0.2672, -0.5504], [-2.7552, -0.5495, -0.3355], [-0.9133, -0.1501, -2.0106], [1.1290, 1.1917, -2.5839], [2.3519, 3.3807, -2.0775], [2.1151, 4.7340, -0.1397], [0.1000, 4.3556, 1.1426], [-1.9080, 3.0484, 1.7385], [-5.1124, 0.0061, 2.1311], [-2.9882, -0.8621, 2.8799], [-2.9157, -3.5051, 2.1131], [-1.0011, -0.7226, 1.8368], [0.8400, 0.4619, 1.5732], [3.0954, 1.1404, 0.5666], [5.1741, 1.0144, 0.0537], [4.1879, 1.7095, -1.2711], [5.5867, 0.9107, -1.6278]],
  "atomic_forces_ev_per_a": [[-4.8, -1.9, -6.3], [0.9, -0.1, 0.3], [5.0, 4.8, -2.1], [2.7, 0.7, -1.2], [-0.4, -2.8, 0.6], [-2.3, -0.7, -0.4], [-3.0, -9.8, -3.4], [-0.9, 0.1, 2.1], [-4.3, 1.1, 1.8], [3.3, -4.7, -5.3], [-0.5, 3.5, 1.3], [-0.8, 0.1, -0.1], [1.9, 0.5, 2.7], [1.5, 3.8, 1.1], [-0.1, 9.1, 2.9], [-6.2, 10.5, 2.8], [5.1, -15.2, -4.4], [-3.7, -3.1, 1.4], [10.5, 3.6, 12.2], [-9.2, -1.7, -13.2], [1.7, 3.3, 3.9], [-2.7, 3.5, -5.9], [5.2, 2.6, 0.5], [-3.6, -5.3, -0.8], [-1.0, 2.4, 1.7], [0.8, -1.0, -0.2], [-0.4, -4.3, -0.2], [5.5, 9.6, 0.8], [-6.6, -5.9, 0.9], [0.1, -5.7, -5.7], [6.5, 10.7, 1.6], [-1.1, 2.9, 8.6], [5.7, 5.8, -1.4], [-5.2, -10.8, -2.0], [-2.8, -3.2, 0.6], [6.3, 6.6, -3.3], [-1.7, 3.4, 5.9], [-3.4, -6.1, -1.1], [0.4, -1.3, -0.7], [-1.0, 2.3, 1.1], [2.0, -0.5, -1.9], [-2.8, -2.3, -2.1], [0.0, -2.0, -1.5], [-0.1, -0.6, 0.2], [-2.8, 0.4, 4.2], [0.0, -2.9, -2.1], [2.5, 0.0, 0.0], [2.4, -3.7, -2.5], [-2.2, 3.7, 3.3], [-0.9, -0.8, -0.4], [1.9, 0.7, 5.4], [0.2, 0.5, 1.0], [2.0, 0.1, -0.7]],
  "spin_multiplicity": 1,
  "fmax_ev_per_a": 16.62,
  "e_homo_ev": -7.6261,
  "e_tot_ha": -1391.930846,
  "homo_lumo_gap_ev": 7.34,
  "lumo_energy_ev": -0.28,
  "de_lowest_kcal_mol": 481.7
}